A 2-piece molecular cluster, C3H9NO2 overall in a non-equilibrium geometry, computed with wB97M-V/def2-TZVPD.

XYZ file:
```
15
C3H9NO2 (wB97M-V/def2-TZVPD)
O -0.725 -0.802 1.550
O -0.847 1.358 0.111
N 0.977 0.195 -1.090
C 0.502 1.340 -0.155
C 0.650 -0.996 -0.276
C -0.598 -1.327 0.279
H 1.250 1.087 0.701
H -1.482 2.284 -0.617
H -0.647 -2.300 0.576
H -1.437 -1.142 -0.246
H -0.954 0.257 1.526
H 0.153 0.159 -1.717
H 1.045 2.364 -0.378
H 1.253 -0.739 0.656
H 0.860 -1.738 -0.920
```

## Properties
LUMO energy in Ha: -0.0208
Gap between HOMO and LUMO in Eh: 0.3261
Max |F| in eV/A: 6.2
Relative energy (zero: lowest compared OMol25 entry of this formula, charge and spin) in kcal per mole: 139.52
HOMO in Eh: -0.347
Total energy in Ha: -324.7503